{
  "formula": "C18H23N3O2S",
  "method": "ωB97M-V with the def2-TZVPD basis set",
  "species": ["C", "H", "C", "H", "H", "C", "O", "H", "H", "H", "H", "H", "N", "C", "C", "H", "C", "C", "H", "C", "N", "C", "H", "H", "H", "H", "C", "H", "C", "H", "C", "O", "C", "H", "H", "H", "C", "H", "H", "S", "N", "C", "H", "C", "C", "C", "H"],
  "xyz": [[-1.58739, 0.66642, -4.89835], [0.52567, 1.31647, -5.10881], [-1.86689, 0.64643, -1.29981], [-2.67343, 0.46829, 2.00574], [-1.31626, 4.24958, -3.09084], [-1.44813, 2.15152, -2.91643], [-0.96126, -3.51121, 3.01776], [-1.14179, -1.01730, -6.27856], [-1.29009, -2.03345, -2.79248], [-2.68007, -1.55090, -3.77675], [4.01944, -1.72711, 3.63664], [-2.55272, 1.90902, 0.95942], [-1.62906, 0.90865, -3.49457], [-0.75040, -0.45175, -5.44731], [2.62194, -0.86613, 5.03163], [5.01167, 0.45579, 5.53439], [-2.12689, 0.93531, 1.18620], [-1.18422, 3.37404, -3.72034], [6.00718, -0.44022, 4.38571], [-1.58619, 2.01843, -1.56993], [1.01743, -0.02902, 3.44393], [-0.32999, 0.96659, -5.66441], [-1.47399, 2.80294, -0.84957], [-0.16693, 3.38573, -4.11032], [2.72156, -1.66885, 5.76317], [1.10419, -3.15710, 4.67136], [1.42384, -1.10635, 4.16824], [5.27051, -1.27555, 5.75403], [0.79012, -2.30705, 4.08824], [-0.17152, -1.03830, -4.75240], [-2.19881, -1.43092, -2.80906], [-2.21668, -1.18423, 0.13746], [3.88702, -0.78269, 4.16963], [-2.84581, -1.81377, -2.02352], [-0.42340, 1.40065, -6.64751], [2.49095, 0.08251, 5.55476], [5.12068, -0.49271, 5.01348], [-1.38000, -1.45589, 1.75465], [3.74971, 0.00634, 3.42856], [-0.41844, 1.27904, 1.75981], [-0.65246, -1.33356, 2.46994], [-2.09013, 0.02343, -0.02794], [-1.86946, 3.44005, -4.56395], [0.01729, -0.18121, 2.64065], [-1.89232, -0.00762, -2.53338], [-0.32233, -2.49727, 3.19648], [-2.53213, 0.87294, -5.39566]],
  "atomic_forces_ev_per_a": [[-0.18, -0.04, -0.45], [0.02, 0.01, 0.13], [0.05, -0.14, -0.86], [-0.07, 0.04, -0.13], [-0.02, 0.06, 0.00], [0.02, 0.48, 0.27], [-0.15, -0.29, -0.03], [-0.09, 0.02, -0.05], [0.02, -0.10, -0.02], [0.00, -0.05, -0.06], [-0.04, 0.02, -0.07], [-0.02, 0.01, 0.03], [0.20, -0.02, 0.25], [0.01, -0.02, 0.00], [0.10, -0.11, -0.27], [0.04, 0.10, 0.09], [0.48, -0.20, 0.22], [0.07, -0.10, -0.03], [0.13, 0.02, 0.02], [-0.03, -0.13, -0.21], [0.05, 0.63, -0.21], [0.02, 0.03, -0.02], [0.02, 0.27, 0.09], [0.04, 0.07, -0.08], [0.00, 0.01, 0.05], [0.03, -0.07, 0.07], [-0.25, -0.52, 0.13], [0.07, -0.05, 0.11], [0.19, 0.08, 0.10], [0.03, 0.01, 0.13], [-0.09, -0.11, -0.04], [-0.03, -0.07, -0.01], [0.02, 0.04, 0.23], [0.03, -0.02, -0.06], [-0.09, 0.02, -0.06], [-0.04, -0.01, 0.07], [-0.12, -0.05, -0.20], [0.11, 0.11, 0.06], [-0.02, -0.05, -0.07], [-0.29, 0.13, -0.16], [-0.08, -0.22, 0.05], [-0.13, 0.07, 0.35], [-0.02, 0.11, -0.07], [-0.05, 0.05, 0.04], [-0.13, -0.16, 0.69], [0.07, 0.20, 0.00], [0.13, -0.05, -0.04]],
  "de_lowest_kj_mol": 171.0,
  "smiles": "CCCc1cc(=O)[nH]c(SCC(=O)c2cc(C)n(C3CC3)c2C)n1",
  "e_lumo_ev": 0.5,
  "multiplicity": 1
}


{
  "formula": "C35H45BrN9O14P2S",
  "method": "ωB97M-V with the def2-TZVPD basis set",
  "species": ["H", "H", "C", "H", "C", "H", "H", "H", "N", "C", "C", "O", "C", "H", "H", "C", "C", "O", "C", "H", "H", "C", "H", "O", "H", "O", "C", "C", "Br", "N", "C", "C", "N", "C", "H", "P", "O", "C", "C", "C", "O", "P", "N", "H", "C", "H", "S", "C", "H", "H", "H", "H", "H", "H", "H", "O", "H", "C", "N", "H", "N", "O", "O", "H", "H", "H", "C", "H", "C", "H", "O", "H", "N", "C", "C", "H", "C", "H", "H", "H", "O", "H", "C", "H", "C", "H", "H", "H", "C", "H", "H", "H", "C", "N", "C", "O", "H", "O", "C", "C", "C", "O", "C", "C", "H", "N", "H"],
  "xyz": [[0.09058, -0.47352, -1.20735], [9.42041, -4.19641, 2.30508], [3.24706, -1.08432, 1.34062], [10.95979, -2.29102, 2.65091], [-3.82277, 4.79672, -4.82847], [-7.44088, -0.09806, -3.79136], [3.15496, 1.01139, 1.68992], [6.51886, -7.64860, 1.11506], [-3.61424, 2.73929, -3.51143], [9.04074, -3.24634, 2.65614], [-7.81938, 3.42602, -2.23420], [4.74639, -4.30268, 0.33736], [-8.18693, 1.89420, -4.01534], [1.51179, 0.52098, 3.23382], [-2.26076, 2.60536, 5.38756], [-4.10270, 3.44826, -4.69752], [7.09982, -6.94204, 0.54162], [-8.55799, 0.49926, -5.81244], [-2.12402, -0.36815, 0.76256], [2.09226, -2.60435, 2.06534], [-2.98641, 0.69423, 3.59722], [-7.52540, 0.88129, -3.34436], [-3.97429, -0.00141, 1.80590], [-3.02436, 3.36143, -2.65164], [7.66407, 0.14257, 3.91188], [4.60213, -6.21757, 1.30548], [9.41565, -0.95342, 3.29867], [-1.02561, 0.56266, 3.04925], [0.08610, 3.40425, -0.97464], [2.42538, -2.29542, 1.15730], [0.02763, 2.40438, 1.76826], [8.06410, -0.79687, 3.56143], [-8.71972, 1.61680, -5.36533], [-3.55263, 1.78480, 0.70970], [-1.34702, 3.37875, 4.20714], [-0.44044, 1.26115, 4.75881], [-6.28930, 2.10632, 2.24675], [8.55331, -5.07664, -0.93500], [-4.83736, 2.73886, -5.63327], [-0.74287, 0.29436, 0.51267], [-2.31900, 0.01798, -1.95395], [-2.76552, -1.03018, -0.84481], [0.16346, -0.55304, -0.20412], [-0.93976, 1.13010, -0.15851], [-3.08593, 0.55933, 1.51487], [-5.88864, 2.88404, -7.48800], [-2.24470, -2.85008, -1.14570], [7.68748, -3.10486, 2.91552], [7.00014, -3.92492, 2.77693], [3.94410, -1.03605, 0.49964], [10.10907, -6.55149, -0.95546], [-3.12133, 1.76654, -0.28994], [-5.40375, 5.29024, -7.77764], [0.39707, 2.83183, 2.70743], [-2.45754, 2.03849, 2.86757], [-9.26858, 2.52772, -5.94989], [-4.08976, 6.50945, -6.07795], [-7.11281, 2.43414, -1.56747], [5.79194, -1.73083, 3.65292], [0.97757, -0.89690, 2.36568], [-2.42305, 1.02034, 2.80784], [-4.95516, 1.85016, 0.54622], [-3.85910, 1.54382, -3.43118], [-1.07574, -0.51581, 3.20886], [0.22896, -1.52360, 0.07573], [2.19421, 0.48330, 0.32532], [-5.30878, 3.41494, -6.74571], [-1.12490, -0.53222, 5.81500], [8.38494, -7.23947, 0.11643], [9.11875, -4.35507, -1.50883], [5.08026, -2.70440, 3.49255], [3.05672, -3.03467, 0.86251], [-1.35394, 2.68960, 4.94525], [-5.03668, 4.76836, -6.90426], [1.22983, 0.16142, 2.24030], [-4.76912, -1.70263, -0.82527], [9.10854, -6.31085, -0.62125], [-0.96022, 2.83169, 1.56397], [10.08908, -0.12085, 3.44815], [-6.66927, 2.65225, -0.61313], [-1.47847, 0.35569, 5.67650], [-3.01957, 0.57280, -2.36633], [6.56889, -5.70810, 0.21250], [-7.91566, 4.41450, -1.80638], [-6.98851, 1.15898, -2.09635], [-1.97550, -1.30105, 1.31628], [3.87133, -1.17540, 2.23295], [-8.89856, 3.91204, -4.03872], [0.95363, 2.97337, 0.71065], [-3.25054, 5.31305, -4.07250], [8.81916, -8.19952, 0.35883], [6.81785, -3.81230, -0.75068], [2.47243, 0.23358, 1.34274], [-5.49744, 2.68304, 1.64575], [7.26953, -4.76452, -0.51692], [-4.36252, -0.82901, -0.71977], [-3.23043, 2.72849, 1.17556], [5.39420, -0.64495, 4.02873], [9.90263, -2.17421, 2.84928], [7.22821, -1.88061, 3.36525], [-0.09183, 0.86126, 1.85416], [2.08737, 3.21688, 0.87007], [-4.29723, 5.45626, -5.94996], [-8.36419, 3.15792, -3.48072], [-6.46498, 0.39167, -1.54433], [5.19880, -5.38854, 0.65414], [-5.03846, 1.68761, -5.49004]],
  "atomic_forces_ev_per_a": [[-0.11, -0.06, 0.03], [0.00, -0.01, -0.01], [0.34, -0.25, -0.19], [0.00, 0.00, 0.00], [0.02, 0.09, 0.01], [-0.01, 0.02, -0.05], [-0.07, 0.01, 0.05], [-0.04, 0.02, -0.01], [-0.12, 0.48, 0.13], [0.02, 0.03, -0.01], [0.15, -0.09, -0.23], [0.04, 0.02, -0.03], [-0.05, 0.00, 0.01], [0.01, -0.05, 0.00], [0.01, 0.00, 0.07], [0.00, -0.10, 0.04], [0.04, -0.05, 0.03], [0.00, 0.04, -0.01], [0.21, 0.20, -0.02], [0.07, -0.07, -0.02], [0.08, 0.02, 0.07], [0.01, -0.05, 0.06], [-0.01, 0.05, 0.02], [-0.03, -0.16, -0.11], [-0.04, -0.02, 0.01], [0.01, 0.03, -0.01], [0.00, -0.03, -0.01], [0.40, 0.37, 0.22], [-0.15, 0.04, -0.21], [0.06, 0.17, 0.10], [-0.21, 0.08, -0.07], [0.05, 0.06, 0.00], [0.03, 0.01, 0.00], [0.09, 0.46, -0.54], [0.27, 0.25, 0.25], [-0.06, -0.01, -0.07], [-0.38, 0.09, -0.22], [0.01, -0.02, 0.02], [-0.06, -0.05, -0.04], [0.10, -0.14, 0.04], [-0.04, -0.27, 0.74], [0.33, -0.33, -0.33], [-0.03, 0.13, -0.27], [0.03, 0.12, 0.16], [-0.17, -0.26, -0.36], [-0.01, 0.00, 0.00], [-0.15, 0.16, 0.07], [0.05, -0.06, -0.03], [-0.05, 0.00, 0.02], [-0.02, -0.03, 0.01], [0.00, 0.00, 0.00], [0.03, 0.08, -0.04], [-0.01, 0.00, 0.00], [0.12, -0.16, 0.00], [0.07, 0.04, 0.03], [0.01, -0.03, 0.00], [0.00, 0.00, 0.00], [-0.22, 0.11, 0.12], [0.06, -0.12, 0.04], [-0.09, 0.06, -0.03], [-0.39, -0.43, 0.13], [-0.07, -0.36, 0.62], [-0.12, -0.24, -0.07], [0.00, -0.01, -0.06], [0.13, 0.08, 0.11], [-0.03, -0.05, -0.03], [0.00, 0.02, 0.00], [0.02, 0.06, 0.29], [0.02, 0.03, -0.01], [0.00, 0.00, 0.00], [0.02, 0.05, 0.06], [-0.17, -0.06, -0.06], [-0.25, -0.31, -0.39], [0.00, -0.02, 0.03], [0.11, -0.12, 0.11], [-0.09, 0.06, -0.04], [-0.02, 0.01, 0.01], [0.03, 0.04, 0.02], [0.00, 0.00, 0.00], [-0.03, 0.05, 0.01], [-0.08, -0.02, -0.30], [-0.04, 0.13, -0.20], [-0.01, 0.00, 0.01], [-0.05, -0.01, 0.03], [-0.01, 0.07, -0.16], [-0.08, 0.10, 0.15], [-0.24, 0.22, 0.03], [-0.02, -0.04, -0.03], [-0.36, -0.21, 0.13], [0.01, -0.03, 0.01], [0.00, 0.00, 0.00], [-0.04, -0.01, 0.02], [-0.05, 0.12, -0.03], [0.56, -0.20, 0.22], [0.04, 0.04, -0.03], [0.06, 0.00, 0.08], [0.13, -0.04, -0.04], [0.00, -0.01, 0.00], [-0.02, 0.00, 0.00], [-0.02, 0.01, 0.01], [-0.29, -0.02, -0.12], [0.66, 0.19, 0.08], [-0.01, -0.02, 0.00], [0.07, 0.08, 0.00], [0.06, 0.02, -0.01], [-0.02, 0.01, 0.02], [0.02, 0.00, 0.02]],
  "total_charge": 1,
  "e_lumo_ev": -3.4,
  "multiplicity": 1
}


One value per record, in order, for Kohn-Sham gap: 0.323 0.268 hartree.
One value per record, in order, for E_HOMO: -8.31 -10.66 eV.